# 1
The following is a quantum chemistry calculation of a cluster of 10 separate species, C40H40F5N5 in total in a non-equilibrium geometry, from the Open Molecules 2025 dataset.

Properties
SMILES string	Fc1ccccc1.Fc1ccccc1.Fc1ccccc1.Fc1ccccc1.Fc1ccccc1.CC#N.CC#N.CC#N.CC#N.CC#N
ΔE to the lowest compared entry with this formula, charge and spin	3.2331	eV
HOMO level	-8.88	eV

Element x y z (Å)
F1 -3.31 11.75 0.39
C1 -3.12 10.38 0.21
C2 -3.30 9.87 -1.07
C3 -3.16 8.53 -1.31
C4 -2.75 7.73 -0.23
C5 -2.37 8.26 0.97
C6 -2.64 9.59 1.23
H1 -3.55 10.49 -1.92
H2 -3.32 8.25 -2.34
H3 -2.61 6.67 -0.36
H4 -1.95 7.67 1.77
H5 -2.53 10.11 2.17
F2 5.73 -8.07 -2.69
C7 5.46 -6.78 -2.43
C8 6.37 -5.77 -2.80
C9 6.08 -4.41 -2.50
C10 4.92 -4.13 -1.80
C11 4.03 -5.12 -1.44
C12 4.28 -6.45 -1.74
H6 7.29 -6.06 -3.29
H7 6.80 -3.63 -2.70
H8 4.73 -3.11 -1.49
H9 3.05 -4.89 -1.04
H10 3.61 -7.22 -1.37
F3 2.42 2.43 7.66
C13 2.76 1.33 6.95
C14 2.28 1.30 5.59
C15 2.60 0.23 4.79
C16 3.44 -0.77 5.31
C17 4.00 -0.72 6.58
C18 3.58 0.27 7.49
H11 1.74 2.07 5.06
H12 2.21 0.18 3.78
H13 3.78 -1.57 4.67
H14 4.61 -1.54 6.92
H15 3.80 0.26 8.54
F4 5.51 3.73 0.30
C19 5.51 3.95 -1.01
C20 6.72 4.43 -1.58
C21 6.64 4.86 -2.93
C22 5.44 4.68 -3.69
C23 4.25 4.25 -3.09
C24 4.35 3.84 -1.74
H16 7.64 4.54 -1.02
H17 7.58 5.20 -3.33
H18 5.34 5.07 -4.70
H19 3.33 4.13 -3.63
H20 3.43 3.63 -1.22
F5 -1.66 -6.01 -6.96
C25 -0.61 -5.20 -6.99
C26 -0.64 -4.05 -6.22
C27 0.49 -3.24 -6.25
C28 1.61 -3.59 -6.97
C29 1.70 -4.84 -7.60
C30 0.54 -5.59 -7.67
H21 -1.51 -3.69 -5.69
H22 0.42 -2.34 -5.66
H23 2.52 -3.02 -6.98
H24 2.64 -5.26 -7.94
H25 0.66 -6.59 -8.06
C31 -6.72 -5.39 -0.38
C32 -6.58 -4.87 1.05
N1 -6.60 -4.48 2.15
H26 -7.06 -6.43 -0.45
H27 -5.73 -5.57 -0.82
H28 -7.30 -4.77 -1.06
C33 -7.49 3.95 -1.18
C34 -7.08 2.57 -1.67
N2 -6.75 1.56 -2.13
H29 -7.73 3.97 -0.12
H30 -8.27 4.30 -1.86
H31 -6.69 4.66 -1.35
C35 -2.03 -1.62 -0.26
C36 -1.64 -0.23 -0.26
N3 -1.39 0.92 -0.24
H32 -2.02 -1.93 0.78
H33 -1.40 -2.16 -0.97
H34 -3.04 -1.85 -0.60
C37 -4.76 0.83 5.21
C38 -5.39 0.02 6.26
N4 -5.83 -0.65 7.06
H35 -5.45 1.61 4.93
H36 -4.63 0.23 4.31
H37 -3.74 1.14 5.47
C39 -2.05 -5.77 6.71
C40 -1.75 -4.40 6.19
N5 -1.48 -3.30 5.86
H38 -1.17 -6.28 7.11
H39 -2.25 -6.37 5.83
H40 -2.83 -5.73 7.46

=====

# 2
The following is a quantum chemistry calculation of a cluster of 2 separate species, H2N2O2 in total in a non-equilibrium geometry, from the Open Molecules 2025 dataset.

Properties
ΔE to the lowest compared entry with this formula, charge and spin	2.6896	eV
HOMO level (spin up / spin down)	-4.96 / -12.20	eV
multiplicity	3

Element x y z (Å)
N1 2.76 -0.48 -0.34
N2 2.50 0.41 0.26
O1 -0.85 -0.13 -0.65
O2 -1.08 -0.33 0.69
H1 -2.01 -0.21 0.80
H2 -1.32 0.74 -0.76

=====

# 3
The following is a quantum chemistry calculation of a structure of composition C50H57N4O2S2Tb in a non-equilibrium geometry, from the Open Molecules 2025 dataset.

Properties
charge	+2
ΔE to the lowest compared entry with this formula, charge and spin	0.0000	eV
HOMO level (spin up / spin down)	-12.63 / -12.61	eV
multiplicity	7

Element x y z (Å)
Tb1 -1.35 0.51 0.21
N1 -1.75 1.62 2.73
C1 -2.34 0.74 3.77
C2 -3.51 -0.03 3.19
N2 -3.12 -0.71 1.95
C3 -4.26 -1.40 1.32
C4 -3.86 -1.90 -0.04
N3 -3.41 -0.76 -0.88
H1 -2.43 2.35 2.54
H2 -0.96 2.11 3.13
H3 -1.58 0.04 4.11
H4 -2.68 1.30 4.63
H5 -3.88 -0.74 3.94
H6 -4.33 0.65 2.97
H7 -2.42 -1.41 2.18
H8 -4.62 -2.23 1.93
H9 -5.07 -0.68 1.23
H10 -3.05 -2.62 0.03
H11 -4.72 -2.41 -0.49
H12 -3.16 -1.11 -1.79
H13 -4.19 -0.13 -1.03
C5 5.08 -3.47 5.22
C6 3.95 -2.79 4.50
C7 3.85 -2.82 3.11
C8 2.82 -2.18 2.44
C9 1.87 -1.49 3.18
C10 1.92 -1.47 4.58
C11 2.96 -2.12 5.22
S1 0.55 -0.52 2.53
O1 -0.27 -1.25 1.47
C12 1.34 0.79 1.57
C13 1.41 2.00 2.31
C14 1.85 3.14 1.74
C15 2.22 3.15 0.37
C16 2.66 4.34 -0.26
C17 3.08 4.33 -1.55
C18 3.10 3.11 -2.27
C19 2.70 1.95 -1.69
C20 2.22 1.93 -0.35
C21 1.80 0.70 0.27
C22 2.27 -0.57 -0.42
C23 3.71 -0.72 -0.35
C24 4.53 0.11 0.47
C25 5.88 -0.06 0.53
C26 6.52 -1.07 -0.23
C27 5.76 -1.90 -1.00
C28 4.36 -1.75 -1.07
C29 3.58 -2.63 -1.86
C30 2.23 -2.52 -1.89
C31 1.56 -1.49 -1.17
S2 -0.20 -1.49 -1.46
O2 -0.37 1.17 -1.45
C32 -0.65 -3.19 -1.27
C33 -1.59 -3.70 -2.17
C34 -2.06 -4.99 -2.02
C35 -1.60 -5.81 -0.99
C36 -2.07 -7.24 -0.87
C37 -0.65 -5.29 -0.11
C38 -0.19 -3.99 -0.23
H14 5.80 -3.90 4.52
H15 4.70 -4.27 5.85
H16 5.61 -2.77 5.86
H17 4.61 -3.34 2.53
H18 2.75 -2.25 1.37
H19 1.16 -0.95 5.15
H20 3.01 -2.11 6.31
H21 1.14 1.98 3.37
H22 1.93 4.06 2.31
H23 2.65 5.26 0.32
H24 3.42 5.24 -2.03
H25 3.46 3.10 -3.30
H26 2.75 1.03 -2.25
H27 4.08 0.88 1.09
H28 6.47 0.59 1.16
H29 7.59 -1.18 -0.19
H30 6.23 -2.69 -1.58
H31 4.08 -3.40 -2.44
H32 1.65 -3.20 -2.49
H33 -1.92 -3.08 -3.00
H34 -2.78 -5.38 -2.73
H35 -3.14 -7.31 -1.08
H36 -1.89 -7.63 0.13
H37 -1.56 -7.88 -1.59
H38 -0.28 -5.91 0.70
H39 0.53 -3.60 0.48
C39 -2.22 4.62 -5.33
C40 -1.88 3.57 -4.32
C41 -0.82 2.63 -4.64
C42 -0.50 1.62 -3.84
C43 0.49 0.57 -4.23
C44 -1.23 1.43 -2.53
C45 -2.20 2.54 -2.13
C46 -2.54 3.53 -3.13
N4 -2.62 2.43 -0.91
C47 -3.38 3.43 -0.12
C48 -4.30 4.42 -0.84
C49 -4.30 2.61 0.81
C50 -2.34 4.24 0.67
H40 -2.11 4.23 -6.35
H41 -1.53 5.46 -5.24
H42 -3.23 5.00 -5.20
H43 -0.31 2.74 -5.60
H44 1.03 0.86 -5.13
H45 -0.01 -0.38 -4.42
H46 1.20 0.39 -3.43
H47 -1.88 0.55 -2.73
H48 -3.31 4.25 -2.96
H49 -4.97 3.93 -1.55
H50 -3.75 5.22 -1.34
H51 -4.92 4.90 -0.08
H52 -5.24 2.37 0.30
H53 -4.56 3.18 1.71
H54 -3.84 1.67 1.10
H55 -1.81 4.91 -0.01
H56 -1.59 3.60 1.13
H57 -2.82 4.84 1.45

=====

# 4
The following is a quantum chemistry calculation of a cluster of 17 separate species, H34O16S2 in total in a non-equilibrium geometry, from the Open Molecules 2025 dataset.

Properties
ΔE to the lowest compared entry with this formula, charge and spin	0.0000	eV
HOMO level	-8.99	eV

Element x y z (Å)
S1 -4.47 -2.04 0.30
S2 -3.50 -3.61 0.72
H1 -3.97 -1.46 -0.75
H2 -2.47 -3.34 1.53
H3 1.57 -1.07 3.18
H4 2.86 -0.45 2.55
O1 2.34 -0.46 3.37
H5 0.77 -2.28 -3.34
H6 1.88 -1.71 -2.27
O2 1.30 -2.45 -2.55
H7 -1.99 0.49 1.84
H8 -3.52 0.65 1.86
O3 -2.80 0.15 1.38
H9 -0.64 -1.82 3.21
H10 -0.37 -1.60 4.59
O4 -1.03 -1.31 3.95
H11 0.55 -3.22 2.02
H12 0.48 -1.89 1.07
O5 0.43 -2.26 1.95
H13 -0.96 0.35 3.38
H14 -0.26 1.74 3.50
O6 -0.88 1.23 2.95
H15 -1.38 0.70 -3.75
H16 0.20 0.53 -4.03
O7 -0.68 0.58 -4.40
H17 0.65 1.97 -2.59
H18 1.74 2.46 -1.56
O8 1.58 1.89 -2.39
H19 2.77 0.38 -1.87
H20 1.54 0.28 -0.96
O9 2.27 -0.23 -1.30
H21 -2.56 0.57 -0.33
H22 -1.04 1.03 -0.75
O10 -1.93 0.82 -1.06
H23 -0.79 -1.19 -4.74
H24 -1.12 -2.66 -5.10
O11 -0.44 -2.12 -4.70
H25 1.21 -3.91 -1.64
H26 2.41 -4.81 -1.29
O12 1.46 -4.70 -1.12
H27 -1.93 4.58 -1.20
H28 -0.66 3.91 -1.03
O13 -1.30 4.41 -0.49
H29 1.92 1.23 3.39
H30 2.29 2.63 3.75
O14 1.69 2.16 3.12
H31 -0.59 2.25 0.26
H32 0.45 1.38 1.04
O15 0.27 1.82 0.19
H33 2.17 4.08 -0.45
H34 2.12 3.14 0.77
O16 2.33 3.17 -0.18

=====

# 5
The following is a quantum chemistry calculation of a structure of composition C18H34N5O9P2RbTe in a non-equilibrium geometry, from the Open Molecules 2025 dataset.

Properties
charge	-2
ΔE to the lowest compared entry with this formula, charge and spin	0.0000	eV
HOMO level	-2.63	eV

Element x y z (Å)
Rb1 -0.80 -1.53 -0.39
C1 -3.74 2.60 -0.07
C2 -3.17 2.45 -1.53
O1 -3.99 3.10 -2.54
P1 -3.12 0.70 -2.04
O2 -1.76 0.48 -2.77
O3 -4.28 0.65 -3.12
O4 -3.32 -0.25 -0.95
P2 -1.56 3.38 -1.70
O5 -0.71 2.95 -0.41
O6 -1.95 4.85 -1.76
O7 -0.84 2.85 -2.92
H1 -4.81 2.48 0.01
H2 -3.48 3.54 0.41
H3 -3.26 1.78 0.49
H4 -3.69 4.01 -2.50
H5 -1.21 1.34 -2.88
H6 -4.23 1.52 -3.56
H7 -0.04 2.30 -0.70
C3 -3.20 -2.22 4.64
Te1 -2.31 -3.18 2.82
C4 -3.97 -2.49 1.68
H8 -4.22 -2.76 4.80
H9 -3.35 -1.22 4.37
H10 -2.57 -2.44 5.50
H11 -4.01 -3.25 0.93
H12 -3.83 -1.52 1.17
H13 -4.83 -2.46 2.35
N1 6.41 4.25 3.11
C5 6.03 3.46 2.36
N2 5.60 2.51 1.48
C6 5.28 3.06 0.10
C7 4.04 4.03 0.11
C8 3.12 3.73 1.35
C9 3.13 2.25 1.75
C10 4.56 1.60 1.93
H14 4.98 2.19 -0.49
H15 6.19 3.56 -0.29
H16 3.54 3.95 -0.86
H17 4.34 5.05 0.14
H18 2.06 4.08 1.20
H19 3.50 4.34 2.18
H20 2.57 1.72 0.96
H21 2.51 2.10 2.60
H22 4.66 0.66 1.45
H23 4.73 1.41 2.98
C11 -3.02 -5.43 -0.46
C12 -1.58 -5.14 0.08
C13 -0.58 -5.26 -1.13
C14 -1.15 -6.18 1.13
O8 -1.44 -3.85 0.60
H24 -3.15 -6.42 -0.89
H25 -3.27 -4.67 -1.24
H26 -3.75 -5.22 0.37
H27 -0.62 -6.26 -1.62
H28 0.46 -5.09 -0.74
H29 -0.81 -4.46 -1.78
H30 -1.16 -7.17 0.73
H31 -1.85 -6.16 2.00
H32 -0.18 -5.82 1.48
N3 1.98 1.85 -2.82
C15 1.96 1.01 -1.79
O9 1.05 0.99 -0.92
C16 3.04 0.04 -1.67
C17 3.13 -0.64 -0.51
N4 3.19 -1.15 0.52
C18 3.92 -0.25 -2.68
N5 4.73 -0.47 -3.47
H33 2.82 1.71 -3.39
H34 1.24 2.39 -3.21

=====

# 6
The following is a quantum chemistry calculation of a cluster of 10 separate species, C24H68N6O10 in total in a non-equilibrium geometry, from the Open Molecules 2025 dataset.

Properties
SMILES string	NC(N)=O.NC(N)=O.NC(N)=O.CC(C)O.CC(C)O.CC(C)O.CC(C)O.CC(C)O.CC(C)O.CC(C)O
ΔE to the lowest compared entry with this formula, charge and spin	0.0000	eV
HOMO level	-9.28	eV

Element x y z (Å)
N1 -0.76 0.30 -6.46
C1 -0.97 0.05 -5.13
N2 -1.74 0.92 -4.44
O1 -0.43 -0.95 -4.59
H1 -1.50 0.76 -6.89
H2 -0.41 -0.50 -6.95
H3 -1.77 0.66 -3.46
H4 -2.66 1.22 -4.80
N3 -0.16 -0.87 -1.71
C2 -0.73 0.19 -1.00
N4 -0.50 0.13 0.38
O2 -1.50 1.09 -1.53
H5 -0.22 -0.95 -2.73
H6 0.27 -1.58 -1.11
H7 0.06 -0.66 0.69
H8 -1.01 0.63 1.10
N5 2.29 -0.57 2.14
C3 2.12 -1.82 1.57
N6 3.08 -2.72 1.69
O3 1.11 -2.05 0.94
H9 1.56 0.08 2.02
H10 2.90 -0.38 2.92
H11 4.05 -2.47 1.76
H12 2.89 -3.47 1.03
C4 -3.46 4.39 -1.97
C5 -1.96 4.36 -2.19
C6 -1.35 5.68 -2.51
O4 -1.32 3.73 -1.07
H13 -3.65 4.84 -0.99
H14 -3.85 3.38 -1.94
H15 -3.93 4.96 -2.80
H16 -1.83 3.74 -3.08
H17 -1.24 6.39 -1.67
H18 -1.85 6.20 -3.31
H19 -0.33 5.49 -2.90
H20 -1.42 2.76 -1.27
C7 2.19 2.32 -3.11
C8 2.11 2.31 -1.63
C9 2.83 1.03 -1.05
O5 2.66 3.56 -1.17
H21 1.58 3.12 -3.55
H22 1.90 1.37 -3.56
H23 3.23 2.41 -3.38
H24 1.09 2.24 -1.32
H25 2.90 1.00 0.03
H26 3.84 0.90 -1.45
H27 2.22 0.16 -1.33
H28 2.04 4.24 -1.45
C10 -0.03 -3.48 3.65
C11 0.10 -2.18 4.45
C12 -0.89 -1.07 4.01
O6 -0.12 -2.46 5.84
H29 0.87 -4.11 3.67
H30 -0.21 -3.19 2.62
H31 -0.89 -4.10 3.89
H32 1.11 -1.78 4.28
H33 -0.70 -0.83 2.97
H34 -0.83 -0.07 4.53
H35 -1.94 -1.38 3.96
H36 0.67 -2.20 6.31
C13 -2.16 -5.64 1.16
C14 -1.64 -5.36 -0.23
C15 -1.62 -3.93 -0.72
O7 -0.19 -5.70 -0.28
H37 -3.26 -5.54 0.99
H38 -1.77 -4.96 1.91
H39 -1.95 -6.67 1.40
H40 -2.20 -5.91 -0.99
H41 -0.91 -3.29 -0.17
H42 -2.60 -3.44 -0.56
H43 -1.41 -3.92 -1.80
H44 -0.14 -6.67 -0.31
C16 -4.66 1.55 1.48
C17 -3.27 2.24 1.49
C18 -3.37 3.72 1.98
O8 -2.32 1.56 2.28
H45 -4.68 0.50 1.19
H46 -5.20 2.17 0.77
H47 -5.12 1.65 2.46
H48 -2.81 2.19 0.51
H49 -4.30 4.12 1.51
H50 -2.46 4.29 1.87
H51 -3.64 3.76 3.06
H52 -2.66 1.39 3.16
C19 2.07 3.07 3.75
C20 2.06 3.22 2.30
C21 0.83 3.94 1.79
O9 3.14 3.89 1.82
H53 1.88 4.00 4.29
H54 3.01 2.72 4.12
H55 1.25 2.41 4.03
H56 1.96 2.20 1.91
H57 -0.03 3.57 2.33
H58 0.65 3.68 0.76
H59 0.85 5.02 1.90
H60 3.08 4.03 0.87
C22 2.46 -3.30 -2.10
C23 2.92 -4.63 -1.50
C24 4.44 -4.71 -1.50
O10 2.44 -4.81 -0.23
H61 1.39 -3.29 -2.29
H62 2.93 -3.10 -3.07
H63 2.65 -2.50 -1.40
H64 2.74 -5.47 -2.18
H65 4.86 -5.58 -1.03
H66 4.97 -3.83 -1.04
H67 4.80 -4.60 -2.52
H68 1.49 -4.76 -0.11

=====

# 7
The following is a quantum chemistry calculation of the molecule C4H6P2S in a non-equilibrium geometry, from the Open Molecules 2025 dataset.

Properties
SMILES string	P=C=C/C=C\SP
ΔE to the lowest compared entry with this formula, charge and spin	2.5671	eV
HOMO level	-8.58	eV

Element x y z (Å)
P1 0.94 3.07 -1.44
C1 0.49 1.56 -1.21
C2 0.23 0.30 -1.20
C3 0.97 -0.85 -0.78
C4 0.34 -1.96 -0.43
S1 -1.43 -2.00 -0.17
P2 -1.89 -0.30 0.88
H1 0.43 3.64 -0.26
H2 -0.75 -0.15 -1.61
H3 2.03 -0.85 -0.87
H4 0.94 -2.77 -0.08
H5 -1.90 0.69 -0.28
H6 -3.30 -0.53 0.56